# 1
82
Properties=species:S:1:pos:R:3:mulliken_charge:R:1 method="wB97M-V/def2-TZVPD" e_homo_ev=-15.124 total_charge=+3 e_above_lowest_kcal_mol=2.0
Hf 1.36 -1.40 0.25 2.11
C 0.94 0.98 4.17 -0.41
C 0.89 0.63 2.83 -0.08
N 1.71 -0.29 2.32 -0.34
C 2.62 -0.85 3.15 0.14
C 2.63 -0.50 4.50 -0.46
N 1.79 0.40 5.00 -0.51
C 3.54 -1.82 2.55 0.43
C 4.63 -2.33 3.22 -0.77
C 5.45 -3.30 2.61 1.08
C 5.12 -3.65 1.30 -0.94
C 4.06 -3.04 0.66 0.59
N 3.26 -2.15 1.28 0.05
C 3.67 -3.39 -0.72 -0.08
C 4.55 -3.93 -1.64 -0.57
N 4.13 -4.36 -2.83 -0.50
C 2.85 -4.26 -3.10 -0.48
C 1.96 -3.65 -2.21 -0.11
N 2.38 -3.19 -1.04 -0.18
C 6.59 -3.90 3.32 1.14
C 6.77 -3.71 4.70 -0.61
C 7.87 -4.29 5.32 -0.45
N 8.76 -5.02 4.66 -0.53
C 8.59 -5.22 3.36 -0.43
C 7.53 -4.68 2.65 -0.59
H 0.28 1.73 4.59 0.42
H 0.19 1.08 2.15 0.24
H 3.31 -0.96 5.20 0.49
H 4.85 -1.97 4.21 0.45
H 5.68 -4.40 0.77 0.63
H 5.61 -4.02 -1.44 0.54
H 2.50 -4.66 -4.04 0.40
H 0.92 -3.55 -2.45 0.47
H 6.08 -3.16 5.30 0.36
H 8.05 -4.16 6.38 0.39
H 9.34 -5.83 2.87 0.39
H 7.47 -4.87 1.59 0.35
C -2.61 2.64 -5.21 -0.99
C -2.95 1.35 -4.46 -1.07
N -2.19 1.20 -3.21 0.15
C -1.02 0.56 -3.26 -0.13
C -0.26 0.28 -2.16 0.18
C 1.03 -0.46 -2.31 -0.09
O 1.24 -1.16 -3.27 -0.59
O 1.89 -0.32 -1.31 -0.58
C -0.76 0.57 -0.86 1.28
O -0.20 0.13 0.21 -0.90
C -1.95 1.37 -0.82 0.99
C -2.45 1.87 0.39 -0.64
C -3.56 2.64 0.44 0.23
F -3.97 3.05 1.65 -0.33
C -4.30 2.99 -0.73 -1.27
C -3.79 2.50 -1.93 -0.39
C -2.65 1.69 -2.00 -0.18
N -5.43 3.79 -0.70 0.17
C -5.87 4.49 0.51 -0.71
C -7.00 5.47 0.16 -0.84
N -6.79 6.00 -1.22 -0.10
C -6.98 4.91 -2.24 -0.76
C -6.53 3.57 -1.64 -0.67
H -3.20 2.70 -6.12 0.39
H -1.56 2.65 -5.49 0.36
H -2.81 3.52 -4.60 0.31
H -2.73 0.49 -5.09 0.48
H -4.01 1.30 -4.22 0.50
H -0.67 0.24 -4.24 0.56
H -1.94 1.62 1.31 0.54
H -4.29 2.79 -2.84 0.69
H -5.03 5.05 0.92 0.53
H -6.24 3.82 1.28 0.41
H -7.02 6.29 0.87 0.41
H -7.98 4.99 0.17 0.37
H -5.84 6.36 -1.29 0.38
H -7.42 6.78 -1.42 0.36
H -6.40 5.17 -3.13 0.43
H -8.03 4.86 -2.51 0.38
H -6.25 2.90 -2.44 0.46
H -7.37 3.09 -1.12 0.33
C -0.27 -2.81 0.57 -1.44
H -1.01 -2.40 1.27 0.40
H 0.06 -3.77 0.99 0.41
H -0.84 -3.08 -0.34 0.36

---

# 2
82
Properties=species:S:1:pos:R:3:mulliken_charge:R:1 method="wB97M-V/def2-TZVPD" e_homo_ev=-15.062 total_charge=+3 e_above_lowest_kcal_mol=3.5
Hf 0.75 -2.24 0.74 1.62
C 1.68 -6.67 0.78 -0.47
C 1.72 -5.34 0.36 -0.10
N 1.62 -4.35 1.25 -0.23
C 1.50 -4.68 2.55 -0.07
C 1.41 -6.01 2.93 -0.38
N 1.50 -6.99 2.05 -0.49
C 1.43 -3.55 3.50 0.67
C 1.66 -3.69 4.85 -0.52
C 1.61 -2.57 5.68 0.46
C 1.29 -1.34 5.08 -1.08
C 1.12 -1.27 3.72 0.74
N 1.20 -2.36 2.93 -0.43
C 1.01 0.01 2.99 0.32
C 0.72 1.24 3.58 -0.38
N 0.88 2.37 2.92 -0.52
C 1.32 2.31 1.67 -0.57
C 1.50 1.09 1.04 -0.24
N 1.32 -0.06 1.69 -0.06
C 1.93 -2.66 7.11 0.60
C 1.66 -3.80 7.86 -0.58
C 2.04 -3.83 9.19 -0.44
N 2.65 -2.82 9.79 -0.53
C 2.92 -1.73 9.09 -0.47
C 2.58 -1.60 7.75 -0.55
H 1.77 -7.48 0.07 0.41
H 1.83 -5.07 -0.68 0.52
H 1.25 -6.30 3.96 0.43
H 1.92 -4.65 5.27 0.72
H 1.20 -0.45 5.69 0.53
H 0.36 1.31 4.60 0.46
H 1.53 3.24 1.17 0.43
H 1.79 1.02 0.00 0.58
H 1.12 -4.64 7.43 0.51
H 1.84 -4.70 9.81 0.39
H 3.43 -0.93 9.61 0.38
H 2.85 -0.70 7.22 0.46
C 2.07 2.44 -5.24 -1.02
C 1.21 1.19 -5.37 -1.03
N 0.72 0.71 -4.06 0.13
C 1.42 -0.26 -3.46 0.14
C 1.07 -0.76 -2.24 -0.43
C 1.65 -1.85 -1.39 1.06
O 0.97 -2.91 -1.28 -0.58
O 2.46 -1.56 -0.47 -0.54
C -0.04 -0.25 -1.52 1.23
O -0.34 -0.69 -0.35 -1.18
C -0.77 0.81 -2.16 0.99
C -1.89 1.37 -1.54 -0.68
C -2.61 2.35 -2.16 0.42
F -3.71 2.81 -1.57 -0.33
C -2.25 2.84 -3.45 -1.39
C -1.13 2.28 -4.05 -0.85
C -0.38 1.26 -3.45 0.16
N -2.99 3.82 -4.10 0.24
C -3.83 4.78 -3.39 -0.67
C -3.84 6.11 -4.13 -0.97
N -4.31 5.90 -5.54 -0.12
C -3.44 4.91 -6.25 -0.70
C -3.45 3.61 -5.47 -0.66
H 2.40 2.75 -6.23 0.40
H 2.95 2.24 -4.63 0.35
H 1.52 3.27 -4.78 0.32
H 1.78 0.39 -5.82 0.47
H 0.35 1.37 -6.02 0.48
H 2.28 -0.65 -3.99 0.55
H -2.21 1.00 -0.58 0.63
H -0.84 2.68 -5.01 0.75
H -3.43 4.97 -2.39 0.49
H -4.86 4.41 -3.27 0.43
H -2.83 6.53 -4.18 0.37
H -4.50 6.82 -3.63 0.45
H -4.33 6.79 -6.04 0.36
H -5.27 5.55 -5.52 0.39
H -2.44 5.33 -6.29 0.37
H -3.81 4.77 -7.26 0.42
H -2.84 2.87 -5.97 0.48
H -4.48 3.21 -5.45 0.24
C -1.20 -3.19 1.07 -1.38
H -1.25 -3.82 1.97 0.38
H -1.46 -3.84 0.22 0.40
H -2.01 -2.46 1.16 0.34

---

# 3
80
Properties=species:S:1:pos:R:3:lowdin_spin:R:1 method="wB97M-V/def2-TZVPD" e_homo_ev="-12.989 / -12.990" total_charge=+2 s_squared=0.8809 multiplicity=2
Ir -0.16 0.24 -0.10 0.04
C 2.50 -1.49 -5.70 0.00
O 3.16 -2.74 -5.55 0.00
C 3.49 -3.28 -4.35 0.00
C 4.17 -4.50 -4.47 0.00
C 4.58 -5.21 -3.36 0.00
C 4.33 -4.72 -2.08 0.00
C 3.66 -3.52 -1.95 0.00
C 3.22 -2.80 -3.07 0.00
N 2.57 -1.54 -2.84 0.01
C 1.60 -1.34 -1.93 0.00
N 0.84 -2.42 -1.62 0.00
C 0.14 -2.65 -0.45 0.01
C -0.07 -1.63 0.52 0.01
C -0.51 -2.00 1.81 0.01
C -0.92 -3.28 2.07 0.00
C -0.89 -4.23 1.04 0.02
C -0.36 -3.96 -0.20 0.00
O -0.46 -4.97 -1.11 0.00
C 0.61 -5.36 -1.98 0.00
N 1.38 -0.17 -1.36 -0.01
C 2.15 0.95 -1.88 0.00
C 1.83 1.39 -3.17 0.00
C 2.39 2.52 -3.72 0.00
C 3.29 3.26 -2.95 0.00
C 3.63 2.83 -1.69 0.00
C 3.08 1.67 -1.13 0.00
O 3.60 1.37 0.09 0.00
C 3.38 0.13 0.75 0.00
H 2.33 -1.39 -6.77 0.00
H 3.13 -0.66 -5.37 0.00
H 1.54 -1.47 -5.18 0.00
H 4.36 -4.86 -5.47 0.00
H 5.10 -6.15 -3.49 0.00
H 4.68 -5.24 -1.20 0.00
H 3.49 -3.11 -0.96 0.00
H 3.03 -0.71 -3.17 0.00
H 1.02 -3.22 -2.20 0.00
H -0.56 -1.26 2.60 0.00
H -1.28 -3.56 3.05 0.00
H -1.25 -5.24 1.20 0.00
H 0.45 -6.41 -2.19 0.00
H 1.58 -5.25 -1.50 0.00
H 0.57 -4.83 -2.93 0.00
H 1.06 0.84 -3.72 0.00
H 2.12 2.84 -4.71 0.00
H 3.73 4.16 -3.34 0.00
H 4.34 3.37 -1.08 0.00
H 4.06 0.14 1.61 0.00
H 3.64 -0.72 0.11 0.00
H 2.36 0.02 1.10 0.00
S 0.21 2.52 -0.16 0.03
C -0.85 2.84 1.17 0.08
N -0.87 4.06 1.64 0.04
N -1.58 4.36 2.73 0.31
C -1.59 3.77 3.96 0.05
C -2.50 4.30 4.90 0.11
C -2.57 3.74 6.16 0.00
C -1.73 2.68 6.49 0.16
C -0.80 2.18 5.57 0.00
C -0.72 2.71 4.31 0.10
N -1.75 1.90 1.68 -0.03
N -1.75 0.80 1.07 0.03
C -2.82 -0.06 1.44 0.00
C -3.41 0.00 2.70 0.01
C -4.47 -0.83 2.98 0.00
C -4.96 -1.70 2.00 0.01
C -4.37 -1.75 0.75 0.00
C -3.28 -0.95 0.47 0.01
H -2.07 5.24 2.63 0.00
H -3.13 5.14 4.63 0.00
H -3.28 4.13 6.88 0.00
H -1.78 2.25 7.48 0.01
H -0.13 1.38 5.86 0.00
H 0.03 2.37 3.61 0.00
H -3.02 0.68 3.44 0.00
H -4.94 -0.80 3.96 0.00
H -5.81 -2.33 2.22 0.00
H -4.75 -2.42 -0.01 0.00
H -2.82 -0.96 -0.51 0.00

---

# 4
83
Properties=species:S:1:pos:R:3:lowdin_spin:R:1 method="wB97M-V/def2-TZVPD" e_homo_ev="-9.906 / -9.247" total_charge=+1 s_squared=0.7582 multiplicity=2
V 0.93 0.95 1.10 0.98
I 0.12 2.48 3.16 0.01
C -1.90 2.80 2.66 0.00
C -2.29 4.11 2.66 0.00
C -3.66 4.43 2.59 0.00
C -4.58 3.43 2.63 0.00
C -4.19 2.07 2.67 0.00
C -5.18 1.07 2.82 0.00
C -4.83 -0.24 2.90 0.00
C -3.49 -0.61 2.68 0.00
C -2.49 0.31 2.46 0.00
P -0.96 -0.46 1.74 0.01
C -0.68 -1.76 3.01 0.00
C -0.59 -1.32 4.33 0.00
C -0.35 -2.21 5.36 0.00
C -0.21 -3.57 5.09 0.00
C -0.31 -4.02 3.78 0.00
C -0.54 -3.12 2.74 0.00
C -1.76 -1.24 0.26 0.01
C -1.24 -2.34 -0.42 0.00
C -1.87 -2.85 -1.55 0.00
C -3.04 -2.28 -2.02 0.00
C -3.56 -1.17 -1.37 0.00
C -2.92 -0.65 -0.26 0.00
C -2.81 1.71 2.58 0.00
H -1.56 4.89 2.74 0.00
H -3.96 5.47 2.56 0.00
H -5.64 3.66 2.66 0.00
H -6.21 1.38 2.91 0.00
H -5.58 -1.00 3.07 0.00
H -3.25 -1.66 2.62 0.00
H -0.70 -0.27 4.56 0.00
H -0.27 -1.85 6.37 0.00
H -0.03 -4.27 5.89 0.00
H -0.20 -5.07 3.56 0.00
H -0.61 -3.50 1.74 0.00
H -0.33 -2.81 -0.10 0.00
H -1.45 -3.71 -2.05 0.00
H -3.54 -2.69 -2.89 0.00
H -4.48 -0.71 -1.72 0.00
H -3.35 0.22 0.22 0.00
N 4.36 -3.29 -5.43 0.00
C 3.94 -2.84 -4.21 0.00
C 4.84 -2.73 -3.14 0.00
C 4.42 -2.25 -1.92 0.00
C 3.09 -1.91 -1.73 0.00
C 2.18 -2.03 -2.78 0.00
C 2.59 -2.49 -4.01 0.00
S 2.55 -1.19 -0.25 0.00
O 3.77 -0.93 0.55 0.00
O 1.57 -2.00 0.42 0.01
N 1.84 0.23 -0.60 0.00
C 2.77 1.28 -0.57 0.01
N 2.48 2.18 0.38 0.00
C 3.35 3.18 0.57 0.00
C 4.48 3.28 -0.20 0.00
C 4.67 2.32 -1.18 0.00
N 3.82 1.32 -1.38 0.00
H 5.33 -3.51 -5.58 0.00
H 3.74 -3.34 -6.21 0.00
H 5.87 -3.01 -3.29 0.00
H 5.12 -2.16 -1.10 0.00
H 1.14 -1.77 -2.61 0.00
H 1.88 -2.60 -4.82 0.00
H 3.10 3.89 1.35 0.00
H 5.19 4.08 -0.05 0.00
H 5.53 2.34 -1.84 0.00
I 2.94 -0.18 2.67 0.00
I 2.49 0.62 5.29 -0.01
C -1.47 3.48 -3.12 0.00
As -0.37 2.08 -2.37 0.00
C 1.36 2.42 -3.15 0.00
C -0.98 0.48 -3.24 0.00
S -0.71 2.15 -0.27 -0.01
H -1.41 3.45 -4.21 0.00
H -1.11 4.44 -2.75 0.00
H -2.50 3.33 -2.79 0.00
H 1.19 2.56 -4.21 0.00
H 2.03 1.58 -2.98 0.00
H 1.78 3.33 -2.72 0.00
H -0.77 0.58 -4.31 0.00
H -2.04 0.36 -3.08 0.00
H -0.46 -0.39 -2.84 0.00

---

# 5
89
Properties=species:S:1:pos:R:3:nbo_charge:R:1 method="wB97M-V/def2-TZVPD" e_homo_ev=-8.026
Ti 0.03 0.47 -0.26 2.12
C 3.50 2.35 5.50 -0.63
C 2.59 1.71 4.48 -0.05
C 1.27 1.42 4.76 -0.18
C 0.45 0.85 3.80 -0.26
C 0.92 0.53 2.53 0.24
N 0.05 -0.04 1.58 -0.84
C -1.14 -0.66 2.05 0.23
C -0.99 -1.70 2.97 -0.23
C -2.06 -2.38 3.49 -0.19
C -3.36 -2.05 3.10 -0.01
C -4.55 -2.80 3.63 -0.63
C -3.52 -1.03 2.18 -0.19
C -2.44 -0.33 1.63 -0.10
C -2.74 0.75 0.58 0.08
O -1.61 1.29 0.00 -0.86
C -3.47 1.94 1.25 0.98
F -2.72 2.39 2.27 -0.31
F -3.63 2.95 0.39 -0.31
F -4.67 1.63 1.74 -0.32
C -3.57 0.17 -0.60 0.97
F -2.97 -0.94 -1.05 -0.30
F -3.63 1.03 -1.61 -0.30
F -4.83 -0.16 -0.27 -0.32
C 2.26 0.85 2.22 -0.11
C 3.06 1.42 3.21 -0.14
C 2.76 0.64 0.80 0.09
O 1.78 1.03 -0.10 -0.87
C 3.96 1.53 0.40 0.99
F 5.08 1.35 1.11 -0.31
F 3.62 2.83 0.52 -0.32
F 4.28 1.32 -0.88 -0.31
C 3.13 -0.87 0.54 0.96
F 2.81 -1.24 -0.70 -0.29
F 2.49 -1.68 1.38 -0.30
F 4.44 -1.09 0.71 -0.31
H 3.12 2.19 6.51 0.22
H 3.57 3.43 5.34 0.22
H 4.51 1.94 5.45 0.22
H 0.86 1.65 5.74 0.21
H -0.59 0.65 4.05 0.23
H 0.02 -1.96 3.28 0.23
H -1.90 -3.18 4.20 0.22
H -4.40 -3.08 4.68 0.22
H -4.71 -3.72 3.06 0.23
H -5.46 -2.20 3.56 0.22
H -4.52 -0.77 1.88 0.23
H 4.09 1.65 2.99 0.22
C -0.04 -5.10 -6.35 -0.61
C -0.13 -5.36 -4.84 -0.08
C 1.07 -6.23 -4.43 -0.59
C -1.43 -6.12 -4.56 -0.59
C -0.11 -4.06 -4.03 -0.03
C -0.20 -4.12 -2.65 -0.17
C -0.19 -2.96 -1.90 -0.17
Br -0.36 -3.09 -0.03 0.13
C -0.10 -1.70 -2.50 0.30
O -0.12 -0.60 -1.71 -0.87
C 0.00 -1.61 -3.89 0.04
C -0.02 -2.81 -4.61 -0.23
C 0.07 -0.32 -4.72 -0.09
C 0.13 0.99 -3.93 -0.59
C 1.33 -0.36 -5.61 -0.60
C -1.18 -0.25 -5.62 -0.60
H -0.06 -6.05 -6.88 0.21
H 0.88 -4.59 -6.62 0.21
H -0.89 -4.50 -6.70 0.21
H 1.06 -7.16 -5.00 0.21
H 1.04 -6.48 -3.37 0.21
H 2.01 -5.71 -4.63 0.21
H -1.46 -7.04 -5.14 0.21
H -2.30 -5.51 -4.83 0.21
H -1.52 -6.38 -3.50 0.21
H -0.27 -5.07 -2.13 0.22
H 0.04 -2.74 -5.69 0.21
H 1.00 1.02 -3.27 0.21
H -0.77 1.14 -3.33 0.21
H 0.21 1.82 -4.63 0.21
H 2.23 -0.43 -4.99 0.22
H 1.39 0.56 -6.20 0.21
H 1.32 -1.20 -6.30 0.20
H -2.09 -0.21 -5.01 0.22
H -1.26 -1.10 -6.29 0.21
H -1.15 0.66 -6.23 0.21
Cl 0.18 3.26 -1.57 0.05
C 0.74 4.29 -0.23 -0.38
Cl 0.26 3.68 1.35 0.05
H 0.30 5.26 -0.38 0.23
H 1.83 4.32 -0.28 0.24

---

# 6
81
Properties=species:S:1:pos:R:3:lowdin_spin:R:1 method="wB97M-V/def2-TZVPD" e_homo_ev="-6.376 / -5.824" s_squared=0.8935 multiplicity=2 e_above_lowest_kcal_mol=2.1
V -0.41 0.82 0.96 0.97
I 2.30 1.00 1.96 0.02
C 2.49 3.00 1.37 0.00
C 3.70 3.62 1.43 0.00
C 3.80 4.98 1.07 0.00
C 2.68 5.67 0.71 0.00
C 1.41 5.04 0.67 0.00
C 0.25 5.77 0.36 -0.01
C -0.97 5.15 0.38 0.00
C -1.06 3.77 0.64 -0.01
C 0.03 2.96 0.90 -0.01
C 1.29 3.65 0.97 0.00
H 4.58 3.08 1.75 0.00
H 4.76 5.47 1.10 0.00
H 2.74 6.72 0.46 0.00
H 0.33 6.83 0.14 0.00
H -1.87 5.72 0.18 0.00
H -2.06 3.34 0.64 0.00
C -0.57 0.71 5.50 0.00
O -1.66 -0.11 5.03 0.00
C -1.85 -0.07 3.71 0.00
O -1.19 0.65 2.98 0.01
N -2.84 -0.92 3.35 0.00
N -3.16 -1.08 2.01 0.00
H -0.59 0.61 6.58 0.00
H -0.72 1.74 5.20 0.00
H 0.37 0.34 5.09 0.00
H -3.09 -1.63 4.03 0.00
H -4.15 -1.18 1.89 0.00
H -2.64 -1.84 1.59 0.00
C -1.37 3.09 -4.13 0.00
N -2.19 2.19 -3.34 0.00
N -1.56 1.62 -2.24 0.00
C -2.45 1.53 -1.19 0.00
O -2.21 1.01 -0.08 0.02
C -3.66 2.12 -1.66 0.00
C -3.45 2.55 -2.93 0.00
C -4.34 3.32 -3.83 0.00
C -0.42 0.78 -2.46 0.00
C -0.32 0.05 -3.63 0.00
C 0.82 -0.70 -3.87 0.00
C 1.83 -0.75 -2.92 0.00
C 1.70 -0.06 -1.73 0.00
C 0.57 0.72 -1.49 0.00
H -0.44 2.59 -4.39 0.00
H -1.14 4.01 -3.58 0.00
H -1.90 3.33 -5.05 0.00
H -4.56 2.21 -1.08 0.00
H -5.30 3.48 -3.34 0.00
H -4.51 2.79 -4.77 0.00
H -3.92 4.30 -4.06 0.00
H -1.13 0.08 -4.35 0.00
H 0.91 -1.26 -4.79 0.00
H 2.71 -1.35 -3.10 0.00
H 2.48 -0.11 -0.98 0.00
H 0.58 1.47 -0.69 0.00
S -1.04 -2.96 -1.45 0.00
P 0.13 -3.07 0.12 0.00
S 0.04 -1.59 1.52 0.00
C -0.22 -4.59 1.08 0.00
C -0.86 -5.66 0.46 0.00
C -1.10 -6.84 1.15 0.00
C -0.70 -6.96 2.47 0.00
C -0.06 -5.90 3.10 0.00
C 0.18 -4.72 2.41 0.00
C 1.89 -3.31 -0.33 0.00
C 2.91 -2.98 0.55 0.00
C 4.23 -3.21 0.21 0.00
C 4.55 -3.79 -1.02 0.00
C 3.53 -4.14 -1.89 0.00
C 2.20 -3.90 -1.55 0.00
H -1.18 -5.55 -0.57 0.00
H -1.60 -7.66 0.65 0.00
H -0.89 -7.88 3.01 0.00
H 0.25 -5.99 4.14 0.00
H 0.66 -3.89 2.91 0.00
H 2.66 -2.53 1.50 0.00
H 5.02 -2.94 0.90 0.00
H 5.58 -3.97 -1.28 0.00
H 3.77 -4.59 -2.85 0.00
H 1.40 -4.16 -2.24 0.00

---

Number 1: largest force on an atom 0.03441 Eh/bohr, energy -2219.264342 a.u.. Number 2: largest force on an atom 0.02989 Eh/bohr, energy -2219.261995 a.u.. Number 3: largest force on an atom 0.03084 Eh/bohr, energy -2464.396172 a.u.. Number 4: largest force on an atom 0.03149 Eh/bohr, energy -6934.083122 a.u.. Number 5: largest force on an atom 0.01036 Eh/bohr, energy -7177.094592 a.u.. Number 6: largest force on an atom 0.00994 Eh/bohr, energy -4178.326946 a.u..